[1]
Density functional theory data (ωB97M-V/def2-TZVPD) for a single C5H8O molecule at a distorted geometry.

Structure (XYZ):
```
14
Properties=species:S:1:pos:R:3:nbo_charge:R:1
C 0.25938 -1.66598 0.40477 -0.601
C -0.09183 -0.10148 -0.04545 -0.143
C -1.33760 -0.09721 -0.81677 0.428
O -1.94070 -1.12097 -1.03734 -0.532
C 0.13523 1.20476 0.78481 -0.408
C 0.91127 1.02288 -0.46318 -0.408
H 1.09524 -1.21766 0.86834 0.203
H -0.47403 -2.18076 1.06457 0.230
H 0.45945 -2.39940 -0.40824 0.230
H -1.69700 0.88661 -1.18567 0.104
H -0.64778 1.97173 0.79163 0.220
H 0.68061 1.16927 1.72803 0.228
H 1.98567 0.86437 -0.36884 0.228
H 0.66208 1.66385 -1.31666 0.220
```

Properties
- Energy above the lowest of the compared OMol25 structures with the same formula, charge and spin: 211.4 kJ/mol
- LUMO energy: 0.952 eV
- Gap between HOMO and LUMO: 10.67 eV
- SMILES: CC1(C=O)CC1
- HOMO: -9.71 eV

***

[2]
Density functional theory data (ωB97M-V/def2-TZVPD) for a single C5H8O molecule.

Structure (XYZ):
```
14
Properties=species:S:1:pos:R:3:nbo_charge:R:1
C 2.43934 0.28792 -0.06953 -0.268
C 1.28622 -0.04296 -0.19706 0.005
C -0.14545 -0.31559 -0.39540 -0.332
C -0.63167 -1.53953 0.38515 -0.593
C -0.95047 0.94002 0.01002 -0.038
O -0.41852 2.12848 -0.51285 -0.712
H 3.46657 0.56701 0.02980 0.244
H -0.29788 -0.48063 -1.47219 0.233
H -0.44318 -1.41506 1.45773 0.213
H -0.12323 -2.44830 0.05339 0.221
H -1.70884 -1.67556 0.23321 0.212
H -1.96665 0.85113 -0.39229 0.184
H -1.01866 0.98018 1.11203 0.156
H 0.51242 2.16290 -0.24199 0.476
```

Properties
- Energy above the lowest of the compared OMol25 structures with the same formula, charge and spin: 198.9 kJ/mol
- LUMO energy: 1.021 eV
- Gap between HOMO and LUMO: 11.07 eV
- SMILES: C#C[C@@H](C)CO
- HOMO: -10.05 eV

***

[3]
Density functional theory data (ωB97M-V/def2-TZVPD) for a single C5H8O molecule.

Structure (XYZ):
```
14
Properties=species:S:1:pos:R:3:nbo_charge:R:1
C 0.91714 1.49474 0.75394 -0.630
C -0.03983 0.45261 0.26558 0.220
C -0.08411 -1.06751 0.53451 -0.421
C -0.58095 -1.25397 -0.92103 -0.412
C -0.69438 0.26910 -1.03628 0.039
O -1.41121 0.80077 0.07539 -0.493
H 1.95016 1.19621 0.54374 0.218
H 0.82159 1.65274 1.83396 0.220
H 0.72192 2.44782 0.25137 0.227
H 0.83942 -1.60431 0.75788 0.209
H -0.83999 -1.29599 1.28979 0.217
H 0.23738 -1.58385 -1.56947 0.206
H -1.44153 -1.91014 -1.06772 0.207
H -0.66701 0.88992 -1.92835 0.194
```

Properties
- Energy above the lowest of the compared OMol25 structures with the same formula, charge and spin: 195.6 kJ/mol
- LUMO energy: 1.089 eV
- Gap between HOMO and LUMO: 10.71 eV
- SMILES: C[C@]12CC[C@H]1O2
- HOMO: -9.62 eV

***

[4]
Density functional theory data (ωB97M-V/def2-TZVPD) for a single C5H8O molecule at a distorted geometry.

Structure (XYZ):
```
14
Properties=species:S:1:pos:R:3:nbo_charge:R:1
C -2.29440 -1.11250 -0.72472 -0.389
C -1.49797 -0.26920 -0.06337 -0.228
C -0.04447 -0.41917 -0.06178 -0.366
C 0.76744 0.59895 0.23596 0.361
C 2.21312 0.41291 0.52988 -0.668
O 0.32050 1.87897 0.18608 -0.683
H -1.84212 -1.98649 -1.16786 0.184
H -3.36193 -1.06728 -0.63902 0.196
H -2.02110 0.46754 0.52054 0.205
H 0.31148 -1.43547 -0.17707 0.214
H 2.59048 -0.43759 -0.03294 0.229
H 2.39191 0.15418 1.58003 0.227
H 2.84910 1.26271 0.29166 0.227
H -0.38204 1.95243 -0.47737 0.491
```

Properties
- Energy above the lowest of the compared OMol25 structures with the same formula, charge and spin: 137.4 kJ/mol
- LUMO energy: 0.882 eV
- Gap between HOMO and LUMO: 9.07 eV
- SMILES: C=C/C=C(/C)O
- HOMO: -8.19 eV

***

[5]
Density functional theory data (ωB97M-V/def2-TZVPD) for C5H8O as an isolated structure.

Structure (XYZ):
```
14
Properties=species:S:1:pos:R:3:nbo_charge:R:1
C 0.10867 -0.66851 -1.63725 -0.612
C 0.38252 0.31363 -0.50727 -0.312
C -0.80958 0.68194 0.40445 -0.432
C -0.12789 0.06064 1.61156 -0.030
O 0.31867 -1.20668 1.23553 -0.532
C 1.27005 -0.34983 0.60496 0.169
H -0.38923 -1.56483 -1.25440 0.218
H 1.04275 -0.97589 -2.12055 0.218
H -0.53510 -0.21464 -2.39811 0.214
H 0.88546 1.20691 -0.89193 0.210
H -1.77225 0.21453 0.17154 0.218
H -0.94428 1.76291 0.50110 0.219
H -0.41834 0.12496 2.65996 0.234
H 0.98854 0.61486 1.62040 0.221
```

Properties
- Energy above the lowest of the compared OMol25 structures with the same formula, charge and spin: 459.6 kJ/mol
- LUMO energy: 0.952 eV
- Gap between HOMO and LUMO: 9.54 eV
- HOMO: -8.59 eV

***

[6]
Density functional theory data (ωB97M-V/def2-TZVPD) for a single C5H8O molecule at a distorted geometry.

Structure (XYZ):
```
14
Properties=species:S:1:pos:R:3:nbo_charge:R:1
O -0.98266 1.91521 0.11491 -0.704
C -0.75020 0.61374 0.57934 0.107
C -1.08216 -0.61436 -0.32808 -0.434
C 0.33288 -1.11955 -0.07934 -0.217
C 1.32211 -0.14770 -0.59558 -0.425
C 0.68403 0.14778 0.72464 -0.268
H -0.40329 2.05243 -0.64606 0.460
H -1.29790 0.53428 1.52388 0.184
H -1.30395 -0.36953 -1.37444 0.204
H -1.88471 -1.24437 0.06251 0.219
H 0.63122 -2.00191 0.45176 0.224
H 1.06792 0.45595 -1.46346 0.198
H 2.36399 -0.44628 -0.55436 0.231
H 1.30484 0.27872 1.61337 0.219
```

Properties
- Energy above the lowest of the compared OMol25 structures with the same formula, charge and spin: 196.0 kJ/mol
- LUMO energy: 1.059 eV
- Gap between HOMO and LUMO: 10.69 eV
- SMILES: O[C@H]1C[C@H]2C[C@H]21
- HOMO: -9.63 eV

***

[7]
Density functional theory data (ωB97M-V/def2-TZVPD) for a single C5H8O molecule.

Structure (XYZ):
```
14
Properties=species:S:1:pos:R:3:nbo_charge:R:1
O -0.63954 2.21332 -0.97360 -0.529
C -0.31148 1.27627 -0.28530 0.610
C -1.24566 0.22908 0.29679 -0.519
C -0.57260 -1.04785 -0.21396 -0.394
C 0.92536 -0.78122 0.04668 -0.397
C 1.11006 0.80067 0.00348 -0.534
H -1.16523 0.27302 1.39247 0.218
H -2.27711 0.40042 -0.00782 0.233
H -0.84551 -1.97487 0.29892 0.214
H -0.80267 -1.18209 -1.27989 0.205
H 1.52978 -1.44589 -0.58532 0.222
H 1.11417 -1.09446 1.07959 0.200
H 1.38113 1.11036 1.02132 0.231
H 1.81365 1.33168 -0.65480 0.241
```

Properties
- Energy above the lowest of the compared OMol25 structures with the same formula, charge and spin: 33.9 kJ/mol
- LUMO energy: 0.901 eV
- Gap between HOMO and LUMO: 10.34 eV
- SMILES: O=C1CCCC1
- HOMO: -9.43 eV

***

[8]
Density functional theory data (ωB97M-V/def2-TZVPD) for a 2-piece molecular cluster, C5H8O overall at a distorted geometry.

Structure (XYZ):
```
14
Properties=species:S:1:pos:R:3:nbo_charge:R:1
C -0.19676 -0.26342 -0.99524 -0.435
C 0.49951 -1.23917 -0.08535 -0.430
C -0.31848 -1.73854 -1.24017 -0.418
H -1.06886 0.26255 -0.61641 0.215
H 0.41170 0.31780 -1.68327 0.211
H 0.10547 -1.37804 0.91755 0.219
H 1.58089 -1.31653 -0.15602 0.213
H 0.20478 -2.15961 -2.09355 0.212
H -1.27230 -2.21088 -1.02371 0.214
C 0.33849 2.31039 1.15230 -0.797
C -0.44705 1.43251 1.73141 0.732
O -1.15118 0.65973 2.25294 -0.470
H 0.86991 2.02743 0.25267 0.268
H 0.44386 3.29578 1.58686 0.264
```

Properties
- Energy above the lowest of the compared OMol25 structures with the same formula, charge and spin: 203.1 kJ/mol
- LUMO energy: 0.992 eV
- Gap between HOMO and LUMO: 10.30 eV
- SMILES: C1CC1.C=C=O
- HOMO: -9.31 eV

***

[9]
Density functional theory data (ωB97M-V/def2-TZVPD) for C5H8O as an isolated structure.

Structure (XYZ):
```
14
Properties=species:S:1:pos:R:3:nbo_charge:R:1
C -0.29650 -1.33353 0.56976 -0.657
C -0.13410 -0.01906 -0.16306 0.276
C 0.77633 -0.08915 -1.36550 -0.643
O 0.60556 1.04210 0.86302 -0.685
C -1.37365 0.77469 -0.33169 -0.287
C -0.96184 1.70276 0.47416 -0.067
H -0.91070 -1.19660 1.46543 0.222
H -0.81648 -2.05238 -0.07740 0.246
H 0.67959 -1.74909 0.83893 0.211
H 0.93157 0.91295 -1.76996 0.233
H 0.31356 -0.70657 -2.14636 0.235
H 1.73993 -0.52528 -1.08914 0.212
H 0.55774 0.67575 1.75851 0.484
H -1.02380 2.64228 1.00562 0.219
```

Properties
- Energy above the lowest of the compared OMol25 structures with the same formula, charge and spin: 453.6 kJ/mol
- LUMO energy: 0.662 eV
- Gap between HOMO and LUMO: 9.20 eV
- HOMO: -8.54 eV

***

[10]
Density functional theory data (ωB97M-V/def2-TZVPD) for a single C5H8O molecule.

Structure (XYZ):
```
14
Properties=species:S:1:pos:R:3:nbo_charge:R:1
C 1.90298 -0.55007 -0.13696 -0.640
C 0.75098 -1.46848 0.24633 -0.227
C -0.39525 -0.85224 0.42826 -0.117
C -1.02260 0.31224 0.40516 0.294
C -1.56102 0.93496 -0.84406 -0.655
O -1.21024 1.08167 1.51700 -0.670
H 1.98436 0.24052 0.61474 0.213
H 1.64537 -0.06762 -1.08688 0.214
H 2.88119 -1.01879 -0.24680 0.212
H 0.87751 -2.54902 0.32236 0.210
H -2.64597 1.06541 -0.81065 0.227
H -1.29527 0.32243 -1.70899 0.228
H -1.10496 1.92534 -0.95780 0.226
H -0.70715 0.67111 2.23564 0.485
```

Properties
- Energy above the lowest of the compared OMol25 structures with the same formula, charge and spin: 209.2 kJ/mol
- LUMO energy: 0.861 eV
- Gap between HOMO and LUMO: 9.44 eV
- SMILES: CC=C=C(C)O
- HOMO: -8.58 eV

***

[11]
Density functional theory data (ωB97M-V/def2-TZVPD) for a single C5H8O molecule at a distorted geometry.

Structure (XYZ):
```
14
Properties=species:S:1:pos:R:3:nbo_charge:R:1
C 0.98051 1.63291 -0.10459 -0.326
C 0.63154 0.37939 0.16558 -0.102
C 1.64671 -0.69579 -0.04051 0.409
O 1.43099 -1.86544 0.09673 -0.519
C -0.71694 -0.07517 0.67123 -0.440
C -1.59959 -0.68572 -0.42893 -0.610
H 1.96485 1.77576 -0.47460 0.197
H 0.27935 2.45465 -0.02399 0.208
H 2.64153 -0.33448 -0.45212 0.101
H -0.54530 -0.81341 1.47180 0.228
H -1.24600 0.80090 1.08741 0.205
H -2.62728 -0.69178 -0.05424 0.211
H -1.28244 -1.80104 -0.52311 0.227
H -1.55792 -0.08079 -1.39067 0.211
```

Properties
- Energy above the lowest of the compared OMol25 structures with the same formula, charge and spin: 107.8 kJ/mol
- LUMO energy: 0.426 eV
- Gap between HOMO and LUMO: 10.34 eV
- SMILES: C=C(C=O)CC
- HOMO: -9.92 eV

***

[12]
Density functional theory data (ωB97M-V/def2-TZVPD) for a single C5H8O molecule at a distorted geometry.

Structure (XYZ):
```
14
Properties=species:S:1:pos:R:3:nbo_charge:R:1
C -1.78461 -0.29440 -0.29467 -0.408
C -1.21926 1.09243 -0.36145 -0.417
C -0.42290 0.00133 0.29272 -0.256
C 0.89170 -0.43295 -0.27554 0.040
C 2.10874 -0.38862 0.54030 -0.106
O 1.42809 -1.60793 0.30557 -0.474
H -1.85841 -0.86993 -1.21216 0.217
H -2.60043 -0.47069 0.40600 0.218
H -1.63806 1.86851 0.27059 0.217
H -0.87459 1.43587 -1.33346 0.213
H -0.39602 -0.00587 1.38214 0.217
H 1.25625 -0.10489 -1.23806 0.187
H 3.08265 -0.37146 0.04217 0.178
H 2.02685 0.14859 1.47586 0.174
```

Properties
- Energy above the lowest of the compared OMol25 structures with the same formula, charge and spin: 254.5 kJ/mol
- LUMO energy: 1.200 eV
- Gap between HOMO and LUMO: 11.05 eV
- SMILES: C1CC1[C@H]1CO1
- HOMO: -9.85 eV